#1
One molecule with the formula C3H3Cl2F, computed with ωB97M-V/def2-TZVPD.

Structure (ORCA input):
```
! wB97M-V def2-TZVPD RIJCOSX def2/J DEFGRID3
* xyz 0 1
C 1.092 0.879 -0.068
H 0.979 -1.273 0.283
Cl 0.009 2.388 -0.149
C -1.101 -0.412 0.022
F 2.511 0.918 -0.086
C 0.539 -0.254 0.295
Cl -0.944 -2.169 -0.813
H -1.713 0.501 -0.649
H -1.372 -0.578 1.167
*
```

HOMO energy: -10.280 eV
LUMO level: 0.139 eV
SMILES string: F/C(Cl)=C/CCl


#2
One molecule with the formula C3H3Cl2F, computed with ωB97M-V/def2-TZVPD.

Structure (ORCA input):
```
! wB97M-V def2-TZVPD RIJCOSX def2/J DEFGRID3
* xyz 0 1
C -0.795 1.108 -0.394
H 0.783 -1.710 0.813
Cl 0.405 2.283 -0.452
F 1.622 -1.048 -0.765
H 1.360 0.029 1.142
C -0.535 -0.079 0.041
C 0.758 -0.653 0.426
Cl -1.727 -1.302 -0.197
H -1.873 1.373 -0.614
*
```

HOMO energy: -9.848 eV
LUMO level: 0.335 eV
SMILES string: FC/C(Cl)=C\Cl


#3
One molecule with the formula C3H3Cl2F, computed with ωB97M-V/def2-TZVPD.

Structure (ORCA input):
```
! wB97M-V def2-TZVPD RIJCOSX def2/J DEFGRID3
* xyz 0 1
H 2.108 0.201 -1.055
H -1.144 1.036 0.444
C 0.456 -0.410 0.082
Cl -2.368 -0.564 -0.534
C -1.034 -0.150 0.541
C 1.181 0.609 -0.394
H -1.169 -0.584 1.590
Cl 1.096 -1.994 -0.298
F 0.874 1.856 -0.377
*
```

HOMO energy: -9.704 eV
LUMO level: 0.849 eV
SMILES string: F/C=C(/Cl)CCl


Which of them is least stable? Easy: #1.


#1
One molecule with the formula C3H3Cl2F, computed with ωB97M-V/def2-TZVPD.

Structure (ORCA input):
```
! wB97M-V def2-TZVPD RIJCOSX def2/J DEFGRID3
* xyz 0 1
H 0.130 1.588 -0.266
Cl 1.792 -1.564 -0.313
C 0.115 0.577 -0.045
Cl -2.401 -0.580 -0.677
F 2.258 0.863 -0.657
H -1.579 0.387 1.228
C 1.246 0.094 -0.403
C -1.012 -0.192 0.441
H -0.548 -1.173 0.693
*
```

HOMO energy: -10.188 eV
LUMO level: 0.677 eV
SMILES string: F/C(Cl)=C/CCl


#2
C3H3Cl2F as an isolated structure, computed with ωB97M-V/def2-TZVPD.

Structure (ORCA input):
```
! wB97M-V def2-TZVPD RIJCOSX def2/J DEFGRID3
* xyz 0 1
Cl -0.108 -1.935 -1.806
C -0.577 -0.889 -0.242
C 0.373 0.019 0.348
F -0.981 2.011 0.331
Cl 2.121 -0.457 0.523
H -0.959 -1.719 0.399
C 0.174 1.326 0.421
H -1.468 -0.143 -0.709
H 1.425 1.788 0.735
*
```

HOMO energy: -10.119 eV
LUMO level: 0.108 eV


Which of them is least stable? Easy: #2.


#1
One molecule with the formula C5H9ClN2, computed with ωB97M-V/def2-TZVPD.

Structure (ORCA input):
```
! wB97M-V def2-TZVPD RIJCOSX def2/J DEFGRID3
* xyz 0 1
H -1.725 -2.360 0.131
H 2.578 1.884 -0.356
C -2.391 0.185 -0.203
H 2.993 1.199 1.182
H -0.529 1.555 0.961
C 2.152 1.497 0.527
H 1.632 2.360 1.041
Cl 1.825 -0.875 -0.674
N -2.686 1.251 -0.773
C 1.163 0.438 0.242
C -0.150 0.621 0.485
H -1.880 1.840 -0.946
N -1.140 -0.351 0.184
C -1.159 -1.681 0.762
H -3.135 -0.582 0.036
H -0.149 -2.041 0.930
H -1.707 -1.638 1.716
*
```

HOMO energy: -8.487 eV
LUMO level: 0.794 eV
SMILES string: [H]/N=C\N(C)/C=C(/C)Cl


#2
One molecule with the formula C5H9ClN2, computed with ωB97M-V/def2-TZVPD.

Structure (ORCA input):
```
! wB97M-V def2-TZVPD RIJCOSX def2/J DEFGRID3
* xyz 0 1
Cl -3.547 0.053 -0.141
C -0.978 -0.665 0.214
H 1.757 -0.114 -1.422
N 1.041 1.563 -0.541
C 0.271 2.164 0.530
H -1.549 0.800 -1.243
H -0.779 2.373 0.195
H 2.111 -1.903 0.246
C 1.015 -1.994 0.073
C -1.845 0.092 -0.474
N 0.405 -0.675 0.068
H 0.871 -2.562 -0.855
H 0.596 -2.598 0.917
H -1.366 -1.391 0.936
H 0.753 3.071 0.807
C 1.070 0.308 -0.676
H 0.175 1.479 1.365
*
```

HOMO energy: -8.420 eV
LUMO level: 0.850 eV
SMILES string: C/N=C\N(C)/C=C/Cl


Which of them is least stable? Easy: #2.


#1
A 2-piece molecular cluster, C5H9ClN2 overall, computed with ωB97M-V/def2-TZVPD.

Structure (ORCA input):
```
! wB97M-V def2-TZVPD RIJCOSX def2/J DEFGRID3
* xyz 0 1
H -0.806 -0.840 1.231
H 3.502 -0.998 2.625
N -0.599 -0.584 -1.616
C 3.349 -1.886 1.999
C -1.633 0.449 -1.405
N 0.882 0.144 -1.479
H 0.418 0.445 1.579
H -2.495 -0.342 -1.474
Cl 1.519 -1.983 1.938
H -1.623 1.263 -2.168
C -0.382 0.080 0.802
C 0.280 -0.263 -0.481
H 3.757 -1.717 1.017
H 3.643 -2.831 2.566
H -2.344 1.060 0.634
H -1.034 2.018 0.042
C -1.419 0.947 0.093
*
```

HOMO energy: -9.323 eV
LUMO level: 0.745 eV
SMILES string: C1CC2=NN2C1.CCl


#2
One molecule with the formula C5H9ClN2, computed with ωB97M-V/def2-TZVPD.

Structure (ORCA input):
```
! wB97M-V def2-TZVPD RIJCOSX def2/J DEFGRID3
* xyz 0 1
C -1.065 0.172 0.536
C 0.292 0.810 0.187
H 0.845 1.068 1.163
Cl -3.622 -0.511 -0.208
C 2.935 -0.119 -0.308
H 3.937 -0.536 -0.333
H -1.786 0.279 -1.490
H 0.314 1.720 -0.508
C -0.391 -1.183 0.320
N 0.701 -0.472 -0.375
H -2.440 1.524 -0.332
H -0.928 -1.921 -0.316
C -2.156 0.488 -0.479
N 1.964 -0.951 -0.306
H 2.809 0.968 -0.337
H 0.014 -1.634 1.260
H -1.425 0.296 1.526
*
```

HOMO energy: -8.800 eV
LUMO level: 0.924 eV
SMILES string: C=NN1CC(CCl)C1


#3
One molecule with the formula C5H9ClN2, computed with ωB97M-V/def2-TZVPD.

Structure (ORCA input):
```
! wB97M-V def2-TZVPD RIJCOSX def2/J DEFGRID3
* xyz 0 1
N 1.461 1.583 -0.746
H -1.291 2.186 -0.092
H 2.176 -1.573 0.291
H -2.269 0.059 1.377
Cl -2.742 -0.038 -0.916
C 1.631 -1.270 -0.617
H 2.302 -0.667 -1.221
C -1.643 0.086 0.492
C 0.489 0.894 -0.288
C -0.791 1.352 0.403
N 0.478 -0.483 -0.298
H -0.525 1.687 1.421
H -0.970 -1.970 0.050
H 1.353 -2.154 -1.186
H 1.248 2.571 -0.697
H -0.304 -1.233 1.537
C -0.603 -1.029 0.492
*
```

HOMO energy: -8.678 eV
LUMO level: 0.826 eV
SMILES string: [H]/N=C1\C[C@@H](Cl)CN1C


Which of them is least stable? Easy: #1.


#1
One molecule with the formula S2, computed with ωB97M-V/def2-TZVPD.

Structure (ORCA input):
```
! wB97M-V def2-TZVPD RIJCOSX def2/J DEFGRID3
* xyz 0 1
S 0.000 0.000 -1.036
S 0.000 0.000 1.036
*
```

HOMO energy: -8.793 eV
LUMO level: -3.080 eV


#2
One molecule with the formula S2, computed with ωB97M-V/def2-TZVPD.

Structure (ORCA input):
```
! wB97M-V def2-TZVPD RIJCOSX def2/J DEFGRID3
* xyz 0 1
S -0.064 -0.803 0.552
S 0.064 0.803 -0.552
*
```

HOMO energy: -8.477 eV
LUMO level: -2.730 eV


Which of them is least stable? Easy: #1.


#1
A 2-piece molecular cluster, C5H10ClN overall, computed with ωB97M-V/def2-TZVPD.

Structure (ORCA input):
```
! wB97M-V def2-TZVPD RIJCOSX def2/J DEFGRID3
* xyz 0 1
H -2.596 -0.353 1.540
C 0.215 -0.204 -0.824
H -0.378 1.464 -2.214
H 0.152 -2.325 -1.513
H -0.791 0.707 1.311
H -0.330 1.700 -0.393
H 0.902 1.236 1.642
C 0.221 0.347 1.688
C -0.001 -1.247 -1.747
H -0.292 -1.079 -2.701
C 0.165 1.250 -1.304
Cl -3.170 0.727 1.802
H 1.202 1.505 -1.271
H 2.060 -1.743 -0.069
H 0.172 -0.126 2.631
C 0.764 -0.504 0.630
N 1.704 -1.357 0.794
*
```

HOMO energy: -9.262 eV
LUMO level: 0.747 eV
SMILES string: [H]/N=C(/C)C(=C)C.Cl


#2
One molecule with the formula C5H10ClN, computed with ωB97M-V/def2-TZVPD.

Structure (ORCA input):
```
! wB97M-V def2-TZVPD RIJCOSX def2/J DEFGRID3
* xyz 0 1
H 1.219 -0.131 1.583
C -1.371 0.253 0.533
H -0.075 -0.386 -1.067
H -1.311 1.430 0.725
H 3.152 0.173 -1.619
H 2.213 1.982 0.646
C -0.190 -0.480 -0.043
C 1.134 -0.205 0.466
N 2.202 -0.980 -0.030
Cl -3.067 -0.002 -0.283
H -1.471 -0.131 1.655
C 1.770 1.060 0.086
H 4.070 0.383 -0.061
C 2.903 0.216 -0.515
H 1.197 1.663 -0.753
H -0.414 -1.499 0.301
H 2.676 -1.638 0.457
*
```

HOMO energy: -8.793 eV
LUMO level: 0.922 eV
SMILES string: ClCC[C@@H]1CCN1


Which of them is least stable? Easy: #2.